{
  "formula": "C33H24N4NiO4S3",
  "method": "ωB97M-V with the def2-TZVPD basis set",
  "relative_energy_ev": 0.184,
  "homo_ev": [-7.779, -7.879],
  "multiplicity": 3,
  "energy_ev": -122311.897,
  "homo_lumo_gap_ev": [7.2, 7.3],
  "charge": 0,
  "symbols": ["Ni", "O", "C", "C", "O", "O", "C", "C", "C", "C", "C", "C", "C", "C", "C", "C", "C", "C", "H", "H", "H", "H", "H", "H", "H", "H", "H", "H", "H", "C", "C", "C", "C", "N", "C", "C", "C", "C", "C", "C", "N", "H", "H", "H", "H", "H", "H", "H", "H", "O", "C", "S", "C", "S", "C", "N", "N", "C", "C", "C", "C", "C", "C", "S", "H", "H", "H", "H", "H"],
  "coordinates": [[0.143, -0.099, -0.233], [-1.623, 0.799, -1.163], [-1.521, 1.098, -2.578], [-0.137, 0.536, -3.059], [0.138, 0.594, -4.245], [0.638, 0.092, -2.136], [-2.731, 0.440, -3.249], [-3.938, 0.423, -2.552], [-5.067, -0.179, -3.083], [-5.011, -0.776, -4.336], [-3.821, -0.747, -5.046], [-2.687, -0.144, -4.512], [-1.511, 2.611, -2.785], [-0.933, 3.454, -1.842], [-0.907, 4.829, -2.034], [-1.449, 5.378, -3.183], [-2.013, 4.542, -4.138], [-2.047, 3.172, -3.940], [-1.885, 1.585, -0.664], [-4.000, 0.877, -1.571], [-5.990, -0.181, -2.518], [-5.887, -1.255, -4.754], [-3.766, -1.196, -6.030], [-1.764, -0.123, -5.072], [-0.479, 3.044, -0.949], [-0.456, 5.466, -1.284], [-1.434, 6.449, -3.336], [-2.435, 4.960, -5.043], [-2.483, 2.530, -4.693], [-1.580, -3.253, -2.531], [-0.489, -4.103, -2.583], [0.554, -3.922, -1.688], [0.476, -2.872, -0.791], [-0.555, -2.022, -0.770], [-1.570, -2.221, -1.609], [1.530, -2.587, 0.217], [2.290, -3.594, 0.786], [3.214, -3.270, 1.765], [3.356, -1.947, 2.140], [2.554, -1.000, 1.531], [1.655, -1.304, 0.594], [-2.421, -3.359, -3.202], [-0.443, -4.894, -3.320], [1.425, -4.561, -1.706], [-2.390, -1.521, -1.538], [2.130, -4.621, 0.489], [3.802, -4.042, 2.243], [4.046, -1.647, 2.915], [2.621, 0.039, 1.820], [1.721, 2.200, 1.045], [1.067, 1.531, 0.420], [1.765, -2.921, 5.512], [1.033, -1.707, 4.651], [-0.294, -1.956, 3.566], [-0.237, -0.290, 3.053], [0.654, 0.406, 3.675], [1.345, -0.389, 4.581], [2.389, 0.270, 5.306], [3.213, 1.151, 4.621], [4.223, 1.808, 5.306], [4.406, 1.581, 6.663], [3.567, 0.705, 7.337], [2.549, 0.047, 6.663], [-1.252, 0.259, 1.753], [3.044, 1.333, 3.569], [4.865, 2.500, 4.777], [5.199, 2.090, 7.195], [3.698, 0.534, 8.397], [1.891, -0.634, 7.181]],
  "lowdin_charge": [0.351, -0.127, -0.273, -0.555, 0.066, -0.072, -0.169, -0.033, -0.073, -0.091, -0.076, -0.028, -0.123, -0.021, -0.069, -0.084, -0.064, -0.002, 0.081, 0.121, 0.104, 0.100, 0.103, 0.109, 0.087, 0.106, 0.103, 0.106, 0.119, -0.018, -0.031, 0.007, -0.195, 0.077, -0.073, -0.185, 0.010, -0.029, -0.037, -0.109, 0.081, 0.114, 0.115, 0.117, 0.112, 0.119, 0.120, 0.118, 0.080, 0.170, -0.055, 0.563, -1.127, 0.979, -1.088, 0.033, -0.149, -0.219, -0.024, -0.077, -0.088, -0.071, -0.041, 0.605, 0.090, 0.104, 0.102, 0.106, 0.092]
}

{
  "formula": "C33H24N7O7ReS2",
  "method": "ωB97M-V with the def2-TZVPD basis set",
  "relative_energy_ev": 0.837,
  "homo_ev": [-10.846, -11.065],
  "multiplicity": 2,
  "energy_ev": -83167.846,
  "homo_lumo_gap_ev": [6.1, 6.2],
  "charge": 1,
  "symbols": ["Re", "C", "C", "N", "N", "C", "S", "S", "C", "C", "C", "C", "C", "C", "C", "C", "C", "C", "C", "C", "C", "O", "H", "H", "H", "H", "H", "H", "H", "H", "H", "H", "H", "H", "H", "H", "O", "C", "O", "C", "C", "N", "N", "C", "C", "O", "O", "H", "H", "H", "O", "N", "O", "C", "C", "C", "C", "C", "C", "N", "C", "C", "N", "C", "C", "C", "C", "H", "H", "H", "H", "H", "H", "H"],
  "coordinates": [[-0.297, -0.170, 0.005], [-1.327, 3.677, -2.033], [-1.271, 2.563, -1.032], [-0.512, 1.525, -1.283], [0.183, 1.603, -2.468], [1.232, 0.873, -2.553], [1.828, -0.096, -1.236], [2.179, 0.828, -4.020], [2.350, 2.635, -4.385], [3.534, 3.153, -3.623], [4.801, 3.130, -4.198], [5.916, 3.477, -3.451], [5.775, 3.846, -2.121], [4.513, 3.890, -1.547], [3.397, 3.542, -2.293], [-1.931, 2.726, 0.243], [-3.078, 3.530, 0.363], [-3.575, 3.886, 1.593], [-2.903, 3.476, 2.750], [-1.791, 2.673, 2.669], [-1.314, 2.217, 1.424], [-0.336, 1.343, 1.390], [-0.312, 3.996, -2.266], [-1.881, 4.526, -1.648], [-1.769, 3.328, -2.968], [1.411, 3.102, -4.103], [2.487, 2.687, -5.462], [4.912, 2.830, -5.233], [6.898, 3.446, -3.905], [6.647, 4.101, -1.534], [4.397, 4.190, -0.513], [2.412, 3.568, -1.840], [-3.598, 3.841, -0.534], [-4.468, 4.491, 1.669], [-3.278, 3.769, 3.722], [-1.284, 2.319, 3.558], [1.613, -2.500, 5.336], [2.605, -1.732, 4.934], [3.592, -1.532, 5.593], [2.469, -1.074, 3.600], [3.388, -0.172, 3.106], [2.950, 0.221, 1.898], [1.805, -0.367, 1.575], [1.487, -1.158, 2.585], [0.237, -1.951, 2.452], [-0.132, -2.702, 3.342], [-0.380, -1.775, 1.336], [0.917, -2.636, 4.647], [4.298, 0.187, 3.556], [3.382, 0.866, 1.256], [-7.086, -1.169, -1.947], [-6.358, -2.050, -2.360], [-6.709, -3.003, -3.017], [-4.913, -1.931, -2.073], [-4.081, -2.620, -2.885], [-2.669, -2.576, -2.708], [-1.781, -3.382, -3.439], [-0.443, -3.319, -3.141], [0.003, -2.426, -2.169], [-0.808, -1.620, -1.491], [-2.143, -1.732, -1.724], [-3.023, -1.044, -0.839], [-2.436, -0.392, 0.195], [-3.188, 0.011, 1.203], [-4.578, -0.057, 1.163], [-5.203, -0.586, 0.061], [-4.419, -1.157, -0.963], [-4.496, -3.237, -3.669], [-2.165, -4.058, -4.192], [0.276, -3.943, -3.649], [1.053, -2.375, -1.926], [-2.676, 0.393, 2.073], [-5.146, 0.310, 2.004], [-6.277, -0.599, -0.006]],
  "lowdin_charge": [1.508, 0.003, -0.218, -0.123, -0.059, -1.067, 0.688, 0.923, -0.367, -0.315, -0.044, -0.068, -0.080, -0.081, -0.060, -0.129, -0.031, -0.065, -0.050, -0.011, -0.368, -0.208, 0.083, 0.081, 0.104, 0.068, 0.082, 0.117, 0.109, 0.106, 0.104, 0.102, 0.121, 0.112, 0.117, 0.130, 0.145, -0.499, 0.120, -0.027, 0.033, 0.044, -0.031, -0.131, -0.526, 0.099, -0.161, 0.067, 0.149, 0.156, 0.098, -0.332, 0.115, -0.050, 0.090, -0.105, 0.048, 0.009, -0.094, -0.043, -0.121, -0.115, 0.005, -0.056, 0.024, 0.057, -0.037, 0.143, 0.138, 0.127, 0.073, 0.125, 0.130, 0.119]
}

{
  "formula": "C33H25CaF5N13O3S4",
  "method": "ωB97M-V with the def2-TZVPD basis set",
  "relative_energy_ev": 0.530,
  "homo_ev": -4.859,
  "energy_ev": -135514.858,
  "homo_lumo_gap_ev": 6.5,
  "charge": -1,
  "symbols": ["Ca", "N", "C", "C", "C", "C", "C", "C", "S", "O", "O", "N", "C", "N", "C", "C", "C", "N", "H", "H", "H", "H", "H", "H", "H", "H", "H", "F", "C", "C", "F", "C", "F", "C", "S", "C", "F", "C", "F", "C", "C", "N", "C", "C", "S", "C", "C", "S", "C", "N", "C", "H", "H", "H", "H", "H", "H", "H", "H", "N", "C", "N", "O", "H", "H", "H", "H", "N", "C", "N", "C", "N", "N", "C", "C", "C", "C", "N", "C", "C", "H", "H", "H", "H"],
  "coordinates": [[-0.688, 0.020, -0.076], [4.783, -3.312, 4.497], [3.973, -2.978, 3.410], [2.669, -2.535, 3.613], [1.867, -2.209, 2.535], [2.352, -2.348, 1.243], [3.644, -2.815, 1.028], [4.446, -3.135, 2.104], [1.340, -1.966, -0.137], [-0.050, -2.032, 0.381], [1.684, -2.934, -1.147], [1.419, -0.471, -0.692], [2.551, 0.300, -0.667], [3.753, -0.232, -0.453], [4.758, 0.622, -0.299], [4.606, 1.991, -0.400], [3.332, 2.428, -0.731], [2.304, 1.610, -0.877], [4.540, -2.849, 5.358], [5.772, -3.267, 4.312], [2.287, -2.430, 4.621], [0.858, -1.858, 2.696], [4.003, -2.935, 0.017], [5.450, -3.508, 1.940], [5.731, 0.183, -0.099], [5.425, 2.677, -0.246], [3.131, 3.485, -0.883], [-5.045, 0.952, 5.543], [-4.737, 0.845, 4.239], [-3.597, 0.184, 3.835], [-2.773, -0.350, 4.751], [-3.302, 0.091, 2.488], [-2.155, -0.574, 2.187], [-4.085, 0.633, 1.472], [-3.670, 0.528, -0.216], [-5.230, 1.292, 1.933], [-6.074, 1.863, 1.060], [-5.556, 1.399, 3.272], [-6.671, 2.047, 3.648], [1.437, 0.501, -4.210], [1.022, -0.933, -4.128], [-0.013, -1.346, -3.468], [-0.145, -2.712, -3.546], [0.802, -3.341, -4.290], [1.898, -2.191, -4.905], [-1.198, -3.368, -2.753], [-1.406, -4.706, -2.692], [-2.618, -5.042, -1.545], [-2.780, -3.360, -1.217], [-1.997, -2.604, -1.928], [-3.730, -2.914, -0.153], [1.488, 0.926, -3.213], [0.705, 1.072, -4.784], [2.409, 0.609, -4.690], [0.940, -4.396, -4.454], [-0.891, -5.487, -3.224], [-4.512, -3.659, -0.003], [-4.165, -1.950, -0.413], [-3.193, -2.782, 0.789], [-1.013, 2.391, 3.138], [-1.047, 2.759, 1.838], [-1.164, 4.091, 1.583], [-1.072, 1.939, 0.913], [-0.766, 3.097, 3.817], [-0.627, 1.472, 3.304], [-0.749, 4.741, 2.237], [-1.113, 4.330, 0.608], [1.628, 0.856, 2.160], [2.106, 1.837, 2.566], [2.663, 2.914, 3.056], [1.899, 3.852, 3.553], [1.279, 4.732, 4.000], [-2.249, 4.447, -6.359], [-2.039, 3.805, -5.431], [-1.764, 2.993, -4.263], [-2.331, 1.734, -4.140], [-2.019, 0.988, -3.017], [-1.209, 1.432, -2.055], [-0.674, 2.647, -2.183], [-0.919, 3.467, -3.270], [-2.995, 1.341, -4.896], [-2.448, 0.005, -2.865], [-0.008, 2.956, -1.387], [-0.466, 4.446, -3.340]],
  "lowdin_charge": [1.266, 0.087, -0.322, -0.029, -0.071, -0.299, -0.073, -0.034, 0.600, -0.488, -0.285, -0.237, -0.496, 0.140, -0.129, -0.070, -0.145, 0.116, 0.084, 0.082, 0.111, 0.102, 0.107, 0.106, 0.106, 0.092, 0.106, 0.099, -0.152, -0.163, 0.102, -0.250, 0.015, -0.562, 0.603, -0.244, 0.066, -0.149, 0.100, -0.067, -0.640, 0.100, -0.345, -0.364, 1.050, -0.336, -0.362, 1.049, -0.634, 0.101, -0.103, 0.046, 0.075, 0.072, 0.071, 0.069, 0.067, 0.003, 0.079, 0.199, -0.634, 0.188, -0.198, 0.088, 0.096, 0.082, 0.098, 0.154, -0.390, 0.039, -0.462, 0.051, 0.154, -0.171, -0.227, 0.004, -0.163, -0.016, -0.130, -0.005, 0.124, 0.086, 0.095, 0.119]
}